C11H12INO2 | ωB97M-V/def2-TZVPD

Each line ends with the natural charge from an NBO analysis.
CARTESIAN COORDINATES (ANGSTROEM)
C  -1.13  -1.64  -1.65  -0.21
C  -0.58  -2.66  -0.73  -0.39
C  -1.27  -0.28  -1.53  -0.11
C  0.28  -2.46  0.22  -0.19
C  -2.18  0.18  0.71  0.70
C  -0.13  -0.18  1.72  0.56
C  -1.11  0.60  -0.21  -0.44
C  0.13  0.42  0.52  0.11
C  1.43  1.06  -1.44  -0.62
C  1.70  2.11  0.90  -0.59
C  1.46  0.82  0.13  -0.27
N  -1.61  -0.36  1.89  -0.67
O  -3.40  0.15  0.57  -0.59
O  0.74  -0.47  2.55  -0.61
I  1.39  -3.07  1.73  0.42
H  -1.37  -2.06  -2.61  0.22
H  -1.14  -3.70  -1.07  0.23
H  -1.60  0.33  -2.31  0.21
H  -1.34  1.57  -0.47  0.25
H  1.06  0.11  -1.82  0.22
H  2.48  1.22  -1.83  0.22
H  0.69  1.91  -1.78  0.21
H  1.03  2.92  0.72  0.20
H  2.70  2.42  0.68  0.21
H  1.69  1.79  1.90  0.22
H  2.17  0.08  0.53  0.25
H  -2.08  -0.80  2.70  0.44

Output
Calculated total energy in a.u.: -929.10019
Spin multiplicity: 1
Gap between HOMO and LUMO (alpha / beta) in hartree: 0.276 / 0.257
Total charge: 0
Lowest unoccupied orbital energy (alpha / beta) in eV: -0.8 / -1.2
Energy above the lowest of the compared OMol25 structures with the same formula, charge and spin in kcal/mol: 25.1